Record 1
Computed, not measured: C49H60N4O2PPd as an isolated structure at a distorted geometry, with ωB97M-V/def2-TZVPD.

Geometry as XYZ:
```
117
Properties=species:S:1:pos:R:3:lowdin_charge:R:1
Pd 0.370 0.393 -0.135 0.15
C -4.229 -0.180 1.481 -0.10
O -3.278 -0.144 2.552 -0.01
C -2.051 -0.165 1.949 -0.33
N -2.002 -0.278 0.695 0.17
C -3.377 -0.453 0.215 -0.22
C -3.803 0.404 -0.962 -0.18
C -5.162 0.485 -1.260 -0.05
C -5.613 1.262 -2.316 -0.10
C -4.704 1.960 -3.097 -0.10
C -3.349 1.873 -2.811 -0.08
C -2.898 1.098 -1.752 -0.06
C -0.886 -0.142 2.844 -0.22
C -1.055 -0.133 4.224 0.00
C 0.067 -0.203 5.025 -0.04
C 1.309 -0.324 4.432 0.01
C 1.377 -0.344 3.043 -0.20
N 0.306 -0.214 2.256 0.17
C 2.663 -0.613 2.374 -0.34
N 2.907 -0.393 1.161 0.18
C 4.248 -0.897 0.877 -0.24
C 4.652 -1.592 2.202 -0.08
O 3.631 -1.201 3.134 -0.01
C 4.291 -1.841 -0.303 -0.19
C 5.501 -2.064 -0.954 -0.06
C 5.578 -2.971 -2.001 -0.11
C 4.441 -3.663 -2.401 -0.09
C 3.229 -3.435 -1.763 -0.04
C 3.149 -2.520 -0.719 -0.01
H -4.740 0.785 1.428 0.12
H -4.959 -0.959 1.691 0.12
H -3.471 -1.503 -0.083 0.16
H -5.878 -0.068 -0.658 0.11
H -6.674 1.319 -2.533 0.10
H -5.047 2.560 -3.932 0.10
H -2.637 2.408 -3.429 0.11
H -1.838 1.039 -1.522 0.07
H -2.055 -0.085 4.632 0.12
H -0.026 -0.193 6.104 0.11
H 2.213 -0.442 5.014 0.12
H 4.891 -0.035 0.672 0.14
H 5.623 -1.282 2.584 0.12
H 4.630 -2.678 2.102 0.13
H 6.388 -1.517 -0.646 0.10
H 6.522 -3.134 -2.507 0.09
H 4.497 -4.374 -3.217 0.10
H 2.333 -3.964 -2.072 0.10
H 2.198 -2.348 -0.225 0.08
C 0.478 5.444 1.852 -0.09
C 0.445 3.915 1.846 -0.67
C 1.792 3.348 2.313 -0.10
C -0.647 3.476 2.828 -0.10
P 0.026 3.046 0.203 1.15
C -1.493 4.012 -0.226 -0.34
C -2.697 3.395 0.120 -0.12
C -3.924 3.969 -0.180 -0.08
C -3.971 5.189 -0.838 -0.09
C -2.786 5.838 -1.158 -0.09
C -1.562 5.258 -0.852 -0.11
C 1.336 3.558 -1.083 -0.68
C 2.034 4.912 -0.954 -0.10
C 0.662 3.432 -2.458 -0.11
C 2.382 2.446 -1.003 -0.14
H 0.563 5.789 2.890 0.08
H -0.439 5.866 1.440 0.07
H 1.326 5.848 1.300 0.05
H 1.916 3.494 3.392 0.08
H 2.629 3.837 1.809 0.06
H 1.846 2.279 2.100 0.05
H -0.386 3.811 3.839 0.08
H -0.748 2.393 2.846 0.05
H -1.615 3.910 2.571 0.07
H -2.654 2.434 0.621 0.09
H -4.842 3.453 0.077 0.10
H -4.924 5.629 -1.108 0.10
H -2.815 6.804 -1.650 0.10
H -0.657 5.792 -1.108 0.09
H 1.343 5.755 -0.970 0.06
H 2.721 5.034 -1.799 0.08
H 2.628 4.966 -0.041 0.06
H -0.124 4.167 -2.622 0.06
H 0.230 2.431 -2.556 0.06
H 1.415 3.553 -3.244 0.08
H 3.021 2.553 -0.122 0.06
H 3.013 2.436 -1.899 0.09
H 1.847 1.477 -0.910 0.00
C -0.367 -6.069 -3.794 -0.08
C -0.346 -4.746 -3.063 -0.34
C -0.423 -3.561 -3.782 -0.09
C -0.398 -2.343 -3.087 -0.31
C -0.459 -1.058 -3.878 -0.06
C -0.298 -2.321 -1.713 -0.04
C -0.187 -3.523 -0.902 -0.32
C -0.237 -4.737 -1.682 -0.04
N -0.019 -3.348 0.406 0.05
C 0.072 -4.317 1.490 -0.64
C 1.371 -3.996 2.248 -0.06
C 0.083 -5.838 1.243 -0.08
C -1.113 -4.040 2.437 -0.06
H -0.506 -5.920 -4.866 0.06
H -1.178 -6.704 -3.429 0.07
H 0.569 -6.614 -3.646 0.07
H -0.493 -3.576 -4.866 0.09
H -0.297 -1.248 -4.941 0.06
H 0.300 -0.351 -3.528 0.06
H -1.432 -0.585 -3.766 0.06
H -0.250 -1.347 -1.203 0.05
H -0.164 -5.692 -1.200 0.06
H 2.234 -4.199 1.606 0.07
H 1.471 -4.580 3.173 0.08
H 1.371 -2.936 2.495 0.05
H 0.929 -6.132 0.620 0.07
H -0.844 -6.174 0.779 0.07
H 0.182 -6.349 2.207 0.07
H -1.208 -2.961 2.560 0.05
H -0.973 -4.503 3.424 0.07
H -2.042 -4.417 1.999 0.07
```

Total charge = -1
Lowest unoccupied orbital energy = 2.375 eV
Relative energy (zero: lowest compared OMol25 entry of this formula, charge and spin) = 0.000 eV

Record 2
Computed, not measured: one molecule with the formula C8H4N4O2S2 at a distorted geometry, with ωB97M-V/def2-TZVPD.

Geometry as XYZ:
```
20
Properties=species:S:1:pos:R:3:nbo_charge:R:1
O -1.800 1.533 -3.239 -0.46
C -1.937 1.406 -1.984 0.60
N -2.720 2.451 -1.440 -0.21
N -2.816 2.773 -0.186 -0.04
C -2.089 1.862 0.727 -0.15
C -1.453 0.680 0.326 -0.10
S -0.621 -0.361 1.593 0.38
C -0.351 -1.920 0.735 -0.52
C 0.384 -2.833 1.709 0.61
O 0.300 -2.704 2.952 -0.48
N 1.224 -3.840 1.212 -0.21
N 1.622 -3.902 0.005 -0.05
C 1.494 -2.749 -0.850 -0.15
C 0.624 -1.694 -0.506 -0.11
S 0.280 -0.421 -1.667 0.38
C -1.431 0.226 -1.115 -0.48
H -2.080 2.210 1.741 0.23
H -1.245 -2.484 0.458 0.27
H 2.045 -2.624 -1.747 0.23
H -2.218 -0.510 -1.178 0.27
```

Total charge = 0
Lowest unoccupied orbital energy = -2.240 eV
Relative energy (zero: lowest compared OMol25 entry of this formula, charge and spin) = 2.817 eV

Record 3
Computed, not measured: one molecule with the formula H2NO4P at a distorted geometry, with ωB97M-V/def2-TZVPD.

Geometry as XYZ:
```
8
Properties=species:S:1:pos:R:3:nbo_charge:R:1
O -3.983 1.664 -0.487 -0.99
P -2.967 1.558 0.554 1.51
O -1.927 0.445 0.001 -0.72
N -0.680 -0.093 0.167 0.35
O -0.101 -0.005 1.350 -0.49
O 0.121 0.517 -0.908 -0.59
H 0.053 0.917 1.578 0.45
H -0.472 0.384 -1.702 0.49
```

Total charge = 0
Lowest unoccupied orbital energy = -0.510 eV
Relative energy (zero: lowest compared OMol25 entry of this formula, charge and spin) = 4.137 eV

Record 4
Computed, not measured: C54H48BrN4O6ReS as an isolated structure, with ωB97M-V/def2-TZVPD.

Geometry as XYZ:
```
115
Properties=species:S:1:pos:R:3:mulliken_spin:R:1
Re -0.671 -0.787 0.932 2.53
O 2.381 -2.543 4.912 0.00
C 2.479 -3.363 3.809 -0.01
C 3.566 -4.194 3.600 0.00
C 3.606 -4.990 2.464 0.00
C 2.561 -4.965 1.554 0.00
C 1.476 -4.131 1.781 0.00
C 1.432 -3.310 2.894 -0.01
C 0.296 -2.355 3.147 0.05
O -0.658 -2.316 2.120 -0.02
N 0.844 -0.961 3.316 0.01
N -0.127 -0.101 2.856 -0.17
C -0.631 0.839 3.563 0.07
C -1.873 1.482 3.210 0.01
Br -2.732 0.670 1.705 0.03
C -2.472 2.361 4.025 0.02
C -3.795 2.967 4.075 0.00
C -4.737 2.950 3.041 0.01
C -5.970 3.553 3.213 0.00
C -6.286 4.182 4.410 0.01
C -5.357 4.218 5.440 0.00
C -4.122 3.620 5.269 0.01
H 3.105 -2.732 5.517 0.00
H 4.379 -4.216 4.319 0.00
H 4.460 -5.633 2.297 0.00
H 2.588 -5.583 0.666 0.00
H 0.655 -4.102 1.083 -0.01
H -0.228 -2.629 4.072 0.01
H 1.102 -0.783 4.281 0.01
H -0.204 1.072 4.535 -0.01
H -1.835 2.645 4.860 0.00
H -4.513 2.505 2.083 0.00
H -6.690 3.535 2.405 0.00
H -7.253 4.652 4.535 0.00
H -5.594 4.712 6.372 0.00
H -3.394 3.654 6.071 0.00
C 2.000 1.588 -4.668 0.00
C 1.698 0.250 -4.032 0.00
C 2.249 -0.926 -4.816 0.00
O 2.239 0.216 -2.706 -0.01
C 1.254 -0.171 -1.762 0.20
C 0.079 -0.594 -2.666 0.01
O 0.299 0.132 -3.860 0.00
C -1.364 -0.351 -2.166 -0.01
O -1.384 -0.716 -0.785 -0.16
C -1.919 1.074 -2.219 0.01
C -1.191 2.208 -2.547 0.00
C -1.808 3.455 -2.589 0.00
C -3.150 3.589 -2.279 0.00
C -3.879 2.464 -1.906 0.00
C -3.269 1.222 -1.884 -0.01
C -2.280 -1.299 -2.937 -0.02
C -2.820 -2.436 -2.355 -0.01
C -3.606 -3.302 -3.107 0.00
C -3.848 -3.039 -4.445 0.00
C -3.307 -1.901 -5.030 0.00
C -2.530 -1.033 -4.281 0.00
C 1.862 -1.262 -0.818 0.14
O 1.025 -1.364 0.329 0.48
C 3.266 -0.871 -0.292 -0.02
C 4.311 -0.437 -1.114 0.00
C 5.543 -0.084 -0.581 0.00
C 5.777 -0.171 0.783 0.00
C 4.759 -0.630 1.605 0.00
C 3.523 -0.973 1.073 -0.01
C 1.884 -2.650 -1.479 -0.02
C 0.715 -3.414 -1.487 0.02
C 0.670 -4.661 -2.086 0.00
C 1.806 -5.180 -2.696 0.00
C 2.973 -4.437 -2.693 0.00
C 3.012 -3.184 -2.090 0.00
H 3.067 1.672 -4.873 0.00
H 1.709 2.397 -4.000 0.00
H 1.456 1.682 -5.608 0.00
H 3.337 -0.873 -4.856 0.00
H 1.858 -0.914 -5.834 0.00
H 1.963 -1.862 -4.335 0.00
H 0.966 0.689 -1.141 -0.16
H 0.156 -1.662 -2.879 0.01
H -0.143 2.132 -2.785 0.00
H -1.224 4.325 -2.860 0.00
H -3.628 4.559 -2.327 0.00
H -4.931 2.552 -1.664 0.00
H -3.853 0.343 -1.635 0.00
H -2.641 -2.651 -1.309 0.00
H -4.029 -4.183 -2.641 0.00
H -4.458 -3.714 -5.031 0.00
H -3.496 -1.686 -6.074 0.00
H -2.117 -0.143 -4.738 0.00
H 4.167 -0.346 -2.178 0.00
H 6.326 0.260 -1.246 0.00
H 6.741 0.100 1.195 0.00
H 4.921 -0.727 2.672 0.00
H 2.752 -1.319 1.739 -0.01
H -0.183 -3.031 -1.019 0.02
H -0.254 -5.225 -2.080 0.00
H 1.777 -6.154 -3.167 0.00
H 3.868 -4.829 -3.158 0.00
H 3.945 -2.645 -2.087 0.00
N 2.938 2.251 0.129 0.00
C 1.871 2.743 0.775 0.01
N 0.656 2.700 0.317 0.02
C -0.177 3.472 1.115 -0.01
C -1.512 3.756 0.833 -0.02
C -2.211 4.596 1.679 0.00
C -1.614 5.132 2.822 0.00
C -0.292 4.848 3.125 0.00
C 0.417 4.028 2.258 -0.01
S 2.105 3.593 2.301 0.00
H 2.796 1.773 -0.745 0.00
H 3.797 2.052 0.615 0.00
H -1.964 3.344 -0.059 0.01
H -3.240 4.846 1.451 0.00
H -2.181 5.792 3.466 0.00
H 0.184 5.287 3.993 0.00
```

Total charge = +1
Lowest unoccupied orbital energy (spin up / spin down) = -3.414 / -3.884 eV
⟨S²⟩ = 3.7686
Relative energy (zero: lowest compared OMol25 entry of this formula, charge and spin) = 0.000 eV
2S+1 = 4

Record 5
Computed, not measured: one molecule with the formula C23H31N5O2 at a distorted geometry, with ωB97M-V/def2-TZVPD.

Geometry as XYZ:
```
61
Properties=species:S:1:pos:R:3:nbo_charge:R:1
C -2.979 -2.188 2.737 -0.60
C -3.042 -1.549 1.354 -0.22
C -4.441 -1.654 0.749 -0.40
C -4.438 -1.051 -0.651 -0.40
C -3.373 -1.722 -1.512 -0.21
N -2.070 -1.562 -0.892 -0.44
C -0.996 -2.028 -1.759 -0.25
C 0.349 -1.683 -1.220 0.40
N 1.148 -2.589 -0.677 -0.50
C 2.270 -1.919 -0.349 0.35
C 2.159 -0.581 -0.698 -0.09
C 3.241 0.337 -0.525 0.66
O 3.270 1.510 -0.854 -0.64
N 4.336 -0.277 0.088 -0.45
C 5.510 0.543 0.340 -0.42
C 4.463 -1.605 0.474 0.79
O 5.480 -2.011 0.995 -0.63
N 3.386 -2.429 0.235 -0.41
C 3.451 -3.832 0.579 -0.41
N 0.906 -0.451 -1.259 -0.30
C 0.327 0.778 -1.750 -0.23
C -0.796 1.281 -0.841 -0.42
C -0.276 1.860 0.486 -0.45
C -0.033 3.341 0.377 0.08
C -1.088 4.226 0.567 -0.25
C -0.898 5.590 0.441 -0.21
C 0.353 6.088 0.119 -0.23
C 1.408 5.214 -0.076 -0.19
C 1.217 3.849 0.052 -0.26
C -2.039 -2.210 0.408 -0.23
H -3.688 -1.709 3.409 0.21
H -1.983 -2.088 3.161 0.21
H -3.223 -3.247 2.679 0.20
H -2.779 -0.489 1.439 0.20
H -5.165 -1.137 1.381 0.21
H -4.732 -2.706 0.695 0.20
H -4.218 0.016 -0.587 0.20
H -5.415 -1.172 -1.122 0.21
H -3.346 -1.252 -2.499 0.20
H -3.624 -2.790 -1.648 0.16
H -1.124 -1.552 -2.736 0.21
H -1.020 -3.122 -1.892 0.21
H 5.720 0.568 1.408 0.21
H 6.373 0.121 -0.175 0.21
H 5.298 1.544 -0.030 0.24
H 3.413 -4.439 -0.326 0.21
H 2.603 -4.090 1.212 0.21
H 4.388 -4.002 1.105 0.25
H -0.069 0.595 -2.754 0.20
H 1.131 1.514 -1.812 0.25
H -1.472 0.444 -0.649 0.25
H -1.350 2.054 -1.376 0.21
H -1.019 1.680 1.267 0.21
H 0.643 1.349 0.774 0.21
H -2.066 3.842 0.821 0.20
H -1.727 6.266 0.596 0.21
H 0.504 7.154 0.021 0.21
H 2.387 5.595 -0.328 0.21
H 2.048 3.178 -0.104 0.24
H -1.029 -2.117 0.813 0.21
H -2.269 -3.287 0.320 0.17
```

Total charge = 0
Lowest unoccupied orbital energy = 0.663 eV
Relative energy (zero: lowest compared OMol25 entry of this formula, charge and spin) = 0.428 eV

Record 6
Computed, not measured: C28H46BrN3P2PtS as an isolated structure at a distorted geometry, with ωB97M-V/def2-TZVPD.

Geometry as XYZ:
```
82
Properties=species:S:1:pos:R:3:mulliken_spin:R:1
C 3.061 -3.676 -2.957 0.00
C 2.968 -2.280 -3.100 0.00
C 2.348 -1.809 -4.277 0.00
C 2.204 -2.706 -5.351 0.00
N 2.491 -4.005 -5.275 0.00
C 2.891 -4.478 -4.096 0.00
C 3.429 -1.417 -2.051 0.01
C 3.729 -0.724 -1.081 -0.01
C 3.593 0.091 0.085 -0.02
C 2.622 -0.297 1.012 -0.02
C 1.972 0.707 1.712 0.02
C 2.325 2.026 1.610 0.05
C 3.433 2.409 0.881 0.00
C 4.122 1.400 0.162 0.02
Pt -0.268 1.118 1.291 0.82
P -1.097 -0.674 0.150 0.25
H 1.974 -0.786 -4.368 0.00
H 3.278 -4.134 -1.990 0.00
H 1.818 -2.362 -6.311 0.00
H 3.067 -5.553 -4.043 0.00
H 5.021 1.661 -0.394 0.00
H 2.213 -1.287 1.138 0.00
H 3.737 3.453 0.834 0.00
H 1.091 0.431 2.338 0.02
C -2.861 -1.084 0.476 0.02
C -3.651 -1.921 -0.533 0.01
H -3.376 -0.128 0.633 0.00
H -2.870 -1.579 1.459 0.00
H -4.691 -2.001 -0.192 0.00
H -3.686 -1.468 -1.529 0.00
H -3.282 -2.947 -0.629 0.00
C -0.803 -0.560 -1.655 0.04
C -0.972 -1.784 -2.550 0.02
H 0.229 -0.195 -1.750 0.01
H -1.450 0.251 -2.005 -0.01
H -0.979 -1.455 -3.597 0.00
H -0.135 -2.485 -2.449 0.00
H -1.909 -2.322 -2.377 0.00
C -0.176 -2.248 0.519 0.03
C -0.850 -3.590 0.191 0.02
H 0.092 -2.220 1.592 -0.01
H 0.764 -2.154 -0.055 0.00
H -0.139 -4.386 0.472 0.00
H -1.784 -3.746 0.760 0.00
H -1.058 -3.704 -0.886 0.00
Br 0.764 3.205 2.431 0.10
P -1.321 2.865 -0.118 0.23
C -2.673 2.390 -1.258 0.02
C -3.735 3.460 -1.503 0.01
H -3.130 1.486 -0.827 0.00
H -2.220 2.085 -2.212 0.00
H -4.513 3.049 -2.156 0.00
H -4.222 3.778 -0.576 0.00
H -3.325 4.347 -2.002 0.00
C -2.029 4.135 1.010 0.02
C -1.848 5.591 0.598 0.02
H -1.538 3.978 1.982 0.00
H -3.091 3.884 1.159 0.00
H -2.112 6.232 1.450 0.00
H -0.809 5.823 0.334 0.00
H -2.497 5.883 -0.240 0.00
C 0.065 3.471 -1.153 -0.02
C -0.261 4.416 -2.313 0.03
H 0.530 2.558 -1.558 0.02
H 0.817 3.906 -0.478 0.00
H 0.674 4.675 -2.827 0.00
H -0.914 3.946 -3.058 0.00
H -0.721 5.356 -1.990 0.00
C 2.092 -1.255 5.158 0.00
N 1.146 -0.615 4.255 0.02
C -0.130 -1.002 4.036 0.00
S -1.301 0.105 3.376 0.29
N -0.553 -2.235 4.380 0.02
C 0.263 -3.448 4.443 0.00
H 1.600 -1.601 6.075 0.00
H 2.831 -0.492 5.429 0.00
H 2.616 -2.070 4.642 0.00
H 1.290 0.389 4.138 0.00
H -1.547 -2.365 4.195 0.00
H 0.627 -3.621 5.465 0.00
H -0.371 -4.296 4.159 0.00
H 1.106 -3.398 3.743 0.00
```

Total charge = +2
Lowest unoccupied orbital energy (spin up / spin down) = -5.796 / -8.043 eV
⟨S²⟩ = 2.0090
Relative energy (zero: lowest compared OMol25 entry of this formula, charge and spin) = 0.219 eV
2S+1 = 3